# 1
Below is C36H32IP2Pm as an isolated structure, with properties calculated with ωB97M-V with the def2-TZVPD basis set.

**Gap between HOMO and LUMO (alpha / beta)**: 5.723 / 5.887 eV
**Relative energy (zero: lowest compared OMol25 entry of this formula, charge and spin)**: 1.644 eV
**Net charge**: +2
**Expectation value of S²**: 6.09
**Multiplicity**: 5
**HOMO energy (alpha / beta)**: -13.57 / -13.58 eV

Last column: Löwdin spin population.
Geometry (Å):
C  0.34  -1.49  -1.81  -0.001
C  -0.67  -1.71  -0.86  -0.001
C  -2.01  -1.78  -1.28  0.000
C  -2.33  -1.62  -2.63  0.000
C  -1.32  -1.43  -3.58  0.000
C  0.02  -1.38  -3.17  0.000
P  -0.28  -1.76  0.94  -0.013
C  -1.44  -3.03  1.55  -0.002
C  -2.51  -2.64  2.39  0.000
C  -3.50  -3.55  2.74  0.000
C  -3.41  -4.88  2.31  0.000
C  -2.31  -5.30  1.56  0.000
C  -1.32  -4.38  1.20  -0.001
Pm  -0.06  1.07  2.18  4.194
P  0.33  2.62  -0.50  -0.081
C  -1.11  2.55  -1.56  -0.010
C  -1.13  3.16  -2.83  -0.007
C  -2.28  3.06  -3.63  0.000
C  -3.40  2.35  -3.18  -0.006
C  -3.39  1.76  -1.91  0.001
C  -2.26  1.86  -1.11  -0.005
C  0.00  3.34  1.10  0.002
C  1.07  3.39  2.05  -0.012
C  0.80  3.17  3.40  -0.004
C  -0.52  2.97  3.85  0.012
C  -1.59  3.02  2.95  0.002
C  -1.34  3.27  1.59  0.011
C  1.96  2.93  -1.09  -0.009
C  2.98  1.98  -0.83  -0.001
C  4.26  2.18  -1.34  0.000
C  4.55  3.32  -2.11  0.000
C  3.56  4.30  -2.29  -0.001
C  2.28  4.13  -1.77  -0.003
C  1.35  -2.62  0.99  -0.002
C  1.77  -3.58  0.05  0.000
C  3.00  -4.22  0.21  0.000
C  3.83  -3.90  1.28  0.000
C  3.43  -2.93  2.20  0.000
C  2.19  -2.31  2.06  0.000
H  2.09  3.53  1.68  0.000
H  1.64  3.07  4.09  0.001
H  -0.67  2.67  4.89  0.001
H  -2.60  2.82  3.30  0.000
H  -2.17  3.37  0.89  0.001
H  -0.27  3.73  -3.16  0.000
H  -2.31  3.56  -4.60  0.000
H  -4.29  2.27  -3.81  0.000
H  -4.26  1.22  -1.54  0.000
H  -2.31  1.44  -0.10  0.000
H  2.75  1.08  -0.25  0.000
H  5.04  1.43  -1.16  0.000
H  5.54  3.45  -2.54  0.000
H  3.79  5.20  -2.86  0.000
H  1.51  4.89  -1.87  0.000
H  1.14  -3.83  -0.80  0.000
H  3.30  -4.96  -0.52  0.000
H  4.79  -4.41  1.41  0.000
H  4.07  -2.66  3.04  0.000
H  1.87  -1.59  2.82  0.001
H  -2.55  -1.61  2.76  0.000
H  -4.34  -3.23  3.35  0.000
H  -4.20  -5.60  2.57  0.000
H  -2.21  -6.34  1.24  0.000
H  -0.44  -4.71  0.65  0.000
H  -2.80  -1.97  -0.55  0.000
H  -3.38  -1.66  -2.94  0.000
H  -1.58  -1.30  -4.63  0.000
H  0.81  -1.26  -3.90  0.000
H  1.38  -1.43  -1.50  0.000
H  0.76  0.58  0.20  -0.021
H  -0.03  0.71  -0.13  -0.010
I  0.38  -0.39  4.82  -0.035

---

# 2
Below is a 2-piece molecular cluster, C2H7NS2 overall, with properties calculated with ωB97M-V with the def2-TZVPD basis set.

**Gap between HOMO and LUMO**: 9.199 eV
**Structure (SMILES)**: C=N.CSS
**Relative energy (zero: lowest compared OMol25 entry of this formula, charge and spin)**: 1.723 eV
**HOMO energy**: -8.57 eV

Last column: natural (NBO) charge in e.
Geometry (Å):
C  -1.49  -2.80  1.95  -0.038
N  -0.26  -2.50  2.14  -0.596
H  -2.28  -2.62  2.70  0.157
H  -1.97  -2.97  0.98  0.140
H  0.36  -2.90  1.39  0.336
C  0.68  -0.65  -1.41  -0.778
S  -0.39  0.74  -0.92  0.096
S  0.76  2.21  -0.18  -0.114
H  1.19  -1.21  -0.58  0.218
H  1.57  -0.18  -2.05  0.223
H  0.20  -1.48  -1.91  0.240
H  1.66  2.42  -1.14  0.115

---

# 3
Below is C24H24IN6O5SV as an isolated structure, with properties calculated with ωB97M-V with the def2-TZVPD basis set.

**Gap between HOMO and LUMO (alpha / beta)**: 7.292 / 7.451 eV
**Relative energy (zero: lowest compared OMol25 entry of this formula, charge and spin)**: 0.000 eV
**Expectation value of S²**: 2.02
**Multiplicity**: 3
**HOMO energy (alpha / beta)**: -8.28 / -8.53 eV

Last column: Löwdin spin population.
Geometry (Å):
V  0.37  0.16  -0.37  1.911
N  -2.33  -2.38  -0.79  0.000
C  -1.36  -2.92  0.17  0.000
C  0.03  -3.01  -0.46  0.007
O  0.52  -4.12  -0.64  0.015
N  0.65  -1.86  -0.82  0.006
C  1.89  -2.13  -1.50  0.002
C  2.31  -1.00  -2.40  0.002
O  3.20  -0.97  -3.17  0.001
O  1.47  0.14  -2.21  0.007
H  -3.25  -2.35  -0.36  0.000
H  -2.40  -3.00  -1.58  0.000
H  -1.59  -3.94  0.50  0.000
H  -1.33  -2.27  1.04  0.000
H  1.82  -3.01  -2.15  0.000
H  2.74  -2.35  -0.84  0.001
C  -1.89  0.32  3.47  0.000
C  -2.70  0.65  2.26  -0.004
N  -3.94  1.08  2.43  0.004
C  -4.67  1.39  1.37  -0.005
C  -4.21  1.32  0.06  0.004
C  -5.19  1.71  -1.02  0.001
O  -5.93  2.88  -0.70  0.000
C  -2.89  0.87  -0.15  -0.001
C  -2.33  0.89  -1.49  0.022
N  -1.11  0.64  -1.78  -0.010
C  -0.61  0.88  -3.10  0.002
C  -1.35  1.37  -4.17  -0.002
C  -0.74  1.64  -5.38  0.000
C  0.62  1.43  -5.55  -0.003
C  1.38  0.95  -4.50  0.000
C  0.76  0.66  -3.30  -0.001
I  0.75  2.91  -0.19  -0.009
C  -2.14  0.50  0.98  0.011
O  -0.91  -0.01  0.93  0.016
H  -2.54  0.26  4.34  0.000
H  -1.14  1.10  3.65  0.000
H  -1.34  -0.61  3.35  0.000
H  -5.68  1.73  1.56  0.000
H  -5.94  0.93  -1.15  0.000
H  -4.71  1.84  -2.00  0.000
H  -5.31  3.58  -0.49  0.000
H  -3.00  1.22  -2.27  0.001
H  -2.40  1.57  -4.07  0.000
H  -1.33  2.02  -6.20  0.000
H  1.10  1.66  -6.49  0.000
H  2.45  0.80  -4.59  0.000
N  6.76  -1.09  2.52  0.000
C  5.59  -1.24  3.17  0.000
S  5.48  -1.74  4.72  0.002
C  4.38  -0.84  2.37  0.005
C  4.44  0.15  1.40  -0.002
C  3.30  0.48  0.70  0.006
N  2.13  -0.14  0.91  0.001
C  2.07  -1.09  1.84  0.007
C  3.16  -1.46  2.60  -0.001
H  7.60  -1.35  3.00  0.000
H  6.80  -0.95  1.53  0.000
H  5.35  0.70  1.20  0.000
H  3.29  1.27  -0.04  0.001
H  1.10  -1.56  1.97  0.001
H  3.07  -2.22  3.36  0.000

---

# 4
Below is a 2-piece molecular cluster, C4H12N2 overall, with properties calculated with ωB97M-V with the def2-TZVPD basis set.

**Gap between HOMO and LUMO**: 9.738 eV
**Structure (SMILES)**: C=CC.NCN
**Relative energy (zero: lowest compared OMol25 entry of this formula, charge and spin)**: 2.771 eV
**HOMO energy**: -8.79 eV

Last column: natural (NBO) charge in e.
Geometry (Å):
C  -1.84  -2.04  2.08  -0.414
C  -0.65  -1.41  1.86  -0.164
C  0.48  -1.59  2.78  -0.662
H  -2.74  -2.09  1.56  0.201
H  -1.83  -2.69  2.99  0.180
H  -0.37  -0.72  1.00  0.202
H  0.39  -2.01  3.76  0.222
H  1.29  -1.97  2.20  0.220
H  1.02  -0.64  2.88  0.214
N  1.32  2.30  -3.00  -0.912
C  -0.06  1.80  -2.60  -0.048
N  -0.18  0.93  -1.46  -0.860
H  1.79  3.21  -2.84  0.378
H  2.02  1.60  -2.87  0.350
H  -0.67  2.72  -2.70  0.193
H  -0.42  1.10  -3.50  0.163
H  0.21  -0.02  -1.59  0.379
H  0.23  1.54  -0.57  0.358

---

# 5
Below is C22H25FN3O3ReSi as an isolated structure, with properties calculated with ωB97M-V with the def2-TZVPD basis set.

**Gap between HOMO and LUMO (alpha / beta)**: 5.633 / 5.165 eV
**Relative energy (zero: lowest compared OMol25 entry of this formula, charge and spin)**: 0.000 eV
**Net charge**: +3
**Expectation value of S²**: 3.79
**Multiplicity**: 4
**HOMO energy (alpha / beta)**: -17.19 / -17.19 eV

Last column: Löwdin spin population.
Geometry (Å):
Re  -1.06  0.34  -0.61  1.904
O  0.71  4.79  5.50  0.000
C  1.00  5.20  4.25  0.000
O  1.39  6.30  4.04  -0.001
C  0.81  4.22  3.10  -0.004
C  0.29  2.94  3.20  0.001
C  0.16  2.15  2.06  0.003
C  0.54  2.65  0.83  0.007
C  1.04  3.94  0.71  -0.002
C  1.18  4.71  1.85  0.001
N  0.39  1.80  -0.34  0.003
C  1.03  2.06  -1.44  0.049
C  0.77  1.28  -2.64  0.012
C  1.39  1.50  -3.84  0.009
C  1.04  0.69  -4.93  0.014
C  0.11  -0.31  -4.75  0.004
C  -0.48  -0.48  -3.50  0.016
N  -0.17  0.30  -2.47  0.012
H  0.44  3.86  5.56  0.000
H  -0.01  2.51  4.15  0.000
H  -0.21  1.14  2.17  0.003
H  1.30  4.38  -0.24  0.000
H  1.56  5.72  1.79  0.000
H  1.78  2.85  -1.47  0.001
H  2.13  2.28  -3.93  0.000
H  1.51  0.84  -5.89  0.000
H  -0.18  -0.96  -5.56  0.000
H  -1.20  -1.27  -3.32  0.000
C  2.09  -1.70  -1.25  0.015
Si  1.21  -2.02  0.34  0.028
C  1.73  -0.88  1.68  0.008
C  1.47  -3.76  0.83  0.001
N  -0.60  -1.56  -0.05  0.389
C  -1.62  -2.46  -0.14  0.049
C  -1.64  -3.78  0.40  0.099
C  -2.73  -4.60  0.22  -0.007
C  -3.85  -4.17  -0.51  0.160
C  -3.90  -2.87  -1.04  0.007
C  -2.81  -2.10  -0.81  0.089
F  -2.79  -0.77  -1.29  0.063
H  3.13  -2.03  -1.11  0.002
H  2.13  -0.65  -1.55  0.001
H  1.67  -2.29  -2.06  0.000
H  2.76  -1.11  1.95  0.001
H  1.12  -1.02  2.58  0.000
H  1.71  0.18  1.42  0.001
H  2.56  -3.85  0.88  0.000
H  1.13  -4.49  0.09  0.000
H  1.08  -4.02  1.81  0.000
H  -0.81  -4.13  0.99  0.003
H  -2.73  -5.59  0.64  -0.003
H  -4.70  -4.83  -0.65  0.007
H  -4.76  -2.49  -1.58  -0.001
O  -2.38  0.52  1.12  0.050
H  -2.99  1.27  1.21  0.002
H  -2.76  -0.23  1.61  0.001

---

# 6
Below is a 2-piece molecular cluster, C25H21N5 overall, with properties calculated with ωB97M-V with the def2-TZVPD basis set.

**Gap between HOMO and LUMO**: 5.467 eV
**HOMO energy**: -6.93 eV

Last column: natural (NBO) charge in e.
Geometry (Å):
C  -3.55  -1.53  3.95  -0.406
N  -3.18  -0.64  2.87  -0.327
C  -1.99  0.04  2.79  0.121
C  -2.00  0.85  1.63  -0.235
C  -1.04  1.79  1.21  0.140
C  -0.86  2.19  -0.12  -0.210
C  -1.26  1.61  -1.35  0.136
N  -1.10  2.52  -2.36  -0.326
C  -1.56  2.31  -3.73  -0.409
C  -0.55  3.70  -1.85  0.191
C  -0.35  3.51  -0.46  -0.054
C  -0.01  4.58  0.35  -0.165
C  0.21  5.83  -0.24  -0.208
C  0.01  6.01  -1.62  -0.202
C  -0.41  4.95  -2.44  -0.262
C  -3.30  0.64  1.00  0.007
C  -3.99  -0.31  1.79  0.125
C  -5.31  -0.69  1.52  -0.241
C  -5.93  -0.10  0.41  -0.211
C  -5.28  0.87  -0.36  -0.217
C  -3.98  1.28  -0.03  -0.229
H  -4.57  -1.88  3.78  0.217
H  -2.88  -2.40  3.99  0.220
H  -3.50  -1.01  4.92  0.220
H  -1.20  -0.09  3.52  0.258
H  -0.54  2.38  1.97  0.293
H  -1.69  0.63  -1.54  0.239
H  -1.34  3.21  -4.31  0.226
H  -1.04  1.45  -4.18  0.223
H  -2.64  2.11  -3.75  0.216
H  0.07  4.40  1.43  0.234
H  0.51  6.67  0.38  0.224
H  0.20  6.98  -2.06  0.221
H  -0.63  5.07  -3.50  0.216
H  -5.81  -1.41  2.16  0.219
H  -6.94  -0.40  0.13  0.220
H  -5.79  1.33  -1.21  0.216
H  -3.50  2.09  -0.57  0.217
C  1.57  0.92  6.52  -0.239
C  0.74  1.16  5.43  -0.248
C  1.36  1.25  4.17  0.035
C  2.76  1.03  4.01  0.094
C  3.58  0.80  5.12  -0.225
C  2.96  0.76  6.37  -0.251
N  3.05  1.16  2.66  -0.336
N  1.89  1.47  2.06  -0.097
N  0.86  1.54  2.91  -0.446
H  1.14  0.86  7.53  0.203
H  -0.34  1.30  5.48  0.196
H  4.64  0.68  4.95  0.215
H  3.56  0.58  7.26  0.205

---

# 7
Below is the molecule C4H6N2, with properties calculated with ωB97M-V with the def2-TZVPD basis set.

**Gap between HOMO and LUMO**: 9.231 eV
**Relative energy (zero: lowest compared OMol25 entry of this formula, charge and spin)**: 4.763 eV
**HOMO energy**: -8.57 eV

Last column: natural (NBO) charge in e.
Geometry (Å):
N  0.21  -0.61  3.09  -0.289
C  -0.21  -0.19  2.09  0.258
C  -0.79  0.32  0.84  -0.320
N  0.14  0.25  -0.28  -0.495
C  -0.56  0.18  -1.88  -0.336
C  0.12  -0.92  -1.17  -0.289
H  -1.69  -0.26  0.61  0.240
H  -1.09  1.36  0.99  0.251
H  0.45  1.10  -0.74  0.459
H  -1.63  0.14  -1.63  0.124
H  -0.44  -1.73  -0.70  0.194
H  1.12  -1.25  -1.47  0.204

---

# 8
Below is C14H16Br2F6HfN2O5 as an isolated structure, with properties calculated with ωB97M-V with the def2-TZVPD basis set.

**Gap between HOMO and LUMO**: 2.013 eV
**Net charge**: +4
**HOMO energy**: -20.80 eV

Last column: natural (NBO) charge in e.
Geometry (Å):
C  -1.34  -2.47  3.64  -0.670
C  -1.29  -0.93  3.01  -0.270
Br  -0.16  0.12  4.35  0.577
C  -0.42  -0.91  1.61  -0.327
Br  1.51  -0.33  1.93  0.480
C  -1.12  -0.29  0.31  0.169
C  -2.47  -1.23  0.00  -0.534
C  -3.45  -0.54  -1.15  0.142
N  -3.34  -0.75  -2.51  -0.748
O  -1.55  1.05  0.21  -0.612
C  -1.43  1.98  1.28  0.758
O  -2.14  2.06  2.44  -0.434
C  -0.46  3.33  1.05  -0.521
C  1.12  3.01  0.86  -0.290
N  1.76  3.04  2.25  -0.524
C  -0.05  -0.52  -0.97  0.564
O  0.33  0.60  -1.65  -0.596
C  0.60  -1.93  -1.45  0.549
F  1.41  -2.65  -0.44  -0.285
F  -0.41  -2.94  -1.94  -0.295
C  1.62  -1.74  -2.76  0.608
F  0.89  -1.20  -3.96  -0.312
F  1.96  -3.16  -3.16  -0.254
C  3.02  -0.98  -2.42  0.560
F  4.10  -2.04  -2.44  -0.253
F  3.11  -0.35  -1.08  -0.347
C  3.50  0.15  -3.51  0.662
O  4.81  0.14  -3.87  -0.291
O  2.66  1.20  -4.10  -0.677
H  -1.22  -2.31  4.82  0.289
H  -2.37  -3.00  3.45  0.295
H  -0.41  -3.11  3.32  0.258
H  -2.37  -0.50  2.90  0.307
H  -0.28  -2.08  1.38  0.330
H  -3.15  -1.26  0.98  0.299
H  -2.20  -2.35  -0.23  0.316
H  -4.34  0.15  -0.75  0.290
H  -2.53  -1.41  -2.65  0.396
H  -0.85  3.86  0.06  0.256
H  -0.64  4.12  1.92  0.323
H  1.60  3.93  0.28  0.331
H  1.38  2.06  0.23  0.245
H  2.79  2.89  2.19  0.434
H  1.51  3.90  2.77  0.438
H  2.51  1.97  -3.46  0.500
Hf  -2.17  1.44  -2.74  1.868

---

Values for total energy, a.u., ordered as above
-2979.14497 -931.46025 -3273.73771 -269.01453 -1709.95325 -1238.94821 -265.36055 -6821.51192